Arrangement A

{"formula": "C2H4ClN", "method": "ωB97M-V with the def2-TZVPD basis set", "symbols": ["C", "C", "N", "Cl", "H", "H", "H", "H"], "coordinates": [[-0.5151, 0.6436, 0.3171], [1.3620, -0.7436, -0.1762], [-1.3009, 0.6676, -0.6067], [2.7464, 0.2432, -0.0379], [-0.3251, 1.1201, 1.2628], [1.2554, -1.4649, 0.6166], [1.0991, -1.0314, -1.1752], [-2.1326, 1.2568, -0.6444]], "mulliken_charge": [-0.05, -0.58, -0.43, -0.15, 0.33, 0.32, 0.30, 0.25], "orbital_gap_ev": 8.60, "multiplicity": 1, "mol_weight_da": 77.5, "lumo_ev": 0.757}

Arrangement B

{"formula": "C2H4ClN", "method": "ωB97M-V with the def2-TZVPD basis set", "symbols": ["C", "C", "N", "Cl", "H", "H", "H", "H"], "coordinates": [[0.4484, -1.3891, -1.0151], [-1.4270, -0.0072, -0.0135], [-0.3479, -0.7026, -0.4916], [2.7869, 0.5164, 0.2789], [3.6039, 0.9023, 1.1415], [-2.3039, 0.0095, -0.6576], [-1.2492, 1.0588, -0.1842], [-1.5112, -0.3882, 0.9416]], "mulliken_charge": [-0.20, -0.69, 0.02, -0.24, 0.23, 0.30, 0.26, 0.30], "orbital_gap_ev": 11.93, "multiplicity": 1, "mol_weight_da": 77.5, "lumo_ev": 0.822}

Pick arrangement B: it beats the second-best structure by 185.1 kJ/mol.

Arrangement A

{"formula": "C5H11NOS", "method": "ωB97M-V with the def2-TZVPD basis set", "symbols": ["O", "C", "N", "C", "C", "C", "S", "C", "H", "H", "H", "H", "H", "H", "H", "H", "H", "H", "H"], "coordinates": [[2.5964, 1.6363, -0.7626], [1.3902, 1.7790, -0.5540], [0.4392, 0.9062, -1.0902], [-0.6066, 0.3949, -0.2104], [-0.2048, -1.1126, 0.0445], [1.0372, -1.2532, 0.9783], [0.9560, -1.1060, 2.8365], [-1.9219, 0.6156, -0.9157], [0.9265, 2.6571, -0.0839], [0.7210, 0.1848, -1.7523], [-0.5417, 0.9120, 0.8399], [-1.1955, -1.5819, 0.3654], [0.0680, -1.4558, -0.9263], [1.7533, -0.5143, 0.5355], [1.5870, -2.1251, 0.6449], [0.0318, -2.0172, 3.1298], [-2.7372, 1.0992, -0.2503], [-1.9747, 1.2972, -1.7562], [-2.3241, -0.3163, -1.0728]], "mulliken_charge": [-0.56, 0.00, -0.24, 0.37, -0.87, -0.56, -0.19, -1.37, 0.36, 0.26, 0.39, 0.37, 0.34, 0.17, 0.42, 0.12, 0.25, 0.39, 0.36], "orbital_gap_ev": 10.16, "smiles": "C[C@@H](CCS)NC=O", "multiplicity": 1, "mol_weight_da": 133.2, "lumo_ev": 0.781}

Arrangement B

{"formula": "C5H11NOS", "method": "ωB97M-V with the def2-TZVPD basis set", "symbols": ["O", "C", "N", "C", "C", "S", "C", "C", "H", "H", "H", "H", "H", "H", "H", "H", "H", "H", "H"], "coordinates": [[-0.5679, -1.8980, -1.0037], [0.1254, -1.0210, -0.5215], [0.2148, -0.9870, 0.8771], [0.1955, 0.3088, 1.5810], [-1.1150, 1.0769, 1.5063], [-2.6039, 0.3169, 2.2178], [1.0549, -0.1422, -1.2502], [0.8136, -0.1311, -2.7806], [-0.4549, -1.6419, 1.2653], [1.0009, 0.9175, 1.1944], [0.3087, 0.0864, 2.6446], [-1.4331, 1.1944, 0.4686], [-0.9106, 2.1119, 1.8281], [-2.1018, 0.1972, 3.4750], [1.0766, 0.8608, -0.8345], [2.0493, -0.5923, -1.1358], [0.5700, -1.2022, -3.0775], [0.0926, 0.6246, -3.0474], [1.6850, -0.0796, -3.4069]], "mulliken_charge": [-0.62, 0.44, -0.18, -0.82, -0.56, -0.18, -0.18, -1.20, 0.31, 0.35, 0.39, 0.26, 0.43, 0.12, 0.27, 0.24, 0.28, 0.32, 0.37], "orbital_gap_ev": 10.13, "smiles": "CCC(=O)NCCS", "multiplicity": 1, "mol_weight_da": 133.2, "lumo_ev": 0.757}

Pick arrangement B: it beats the second-best structure by 102.6 kJ/mol.

Arrangement A

{"formula": "C5H11NOS", "method": "ωB97M-V with the def2-TZVPD basis set", "symbols": ["C", "C", "C", "C", "C", "H", "H", "H", "H", "H", "H", "H", "H", "H", "H", "H", "N", "O", "S"], "coordinates": [[-0.8656, 0.2394, -0.1502], [-1.5839, -1.0515, 0.0291], [-1.3713, -0.1605, 1.2222], [0.6473, 0.2831, -0.4176], [1.3996, -1.0062, -0.0303], [-1.4944, 1.1778, -1.7780], [-1.3223, 2.2263, -0.4939], [-0.9802, -1.9803, 0.0345], [-2.5755, -1.0715, -0.3514], [-2.2505, 0.4031, 1.6897], [-0.6304, -0.4741, 1.9682], [0.8765, 0.4703, -1.4863], [2.1994, 2.0424, -0.4230], [1.2105, -1.2068, 1.0425], [1.0672, -1.7967, -0.7085], [3.1916, -0.2272, 0.4111], [-1.6563, 1.2806, -0.7887], [2.7977, -0.8793, -0.2481], [1.3407, 1.7311, 0.4786]], "mulliken_charge": [0.58, -0.71, -0.66, -0.09, -0.66, 0.30, 0.31, 0.18, 0.34, 0.25, 0.20, 0.25, 0.16, 0.25, 0.32, 0.34, -0.63, -0.52, -0.19], "orbital_gap_ev": 10.12, "smiles": "NC1([C@@H](S)CO)CC1", "multiplicity": 1, "mol_weight_da": 133.2, "lumo_ev": 0.666}

Arrangement B

{"formula": "C5H11NOS", "method": "ωB97M-V with the def2-TZVPD basis set", "symbols": ["C", "C", "C", "C", "C", "H", "H", "H", "H", "H", "H", "H", "H", "H", "H", "H", "N", "O", "S"], "coordinates": [[1.2226, -1.0798, -0.8833], [0.1089, -0.8554, 0.1118], [-1.1010, 0.0931, -0.1220], [-0.1705, 0.5708, 0.8606], [0.8218, 1.7431, 0.7438], [1.0094, -2.0787, -1.2516], [2.1753, -1.0590, -0.4005], [1.1420, -0.2041, -1.6356], [-1.8811, -2.1756, -0.0401], [-2.0110, -0.4229, 0.0610], [-1.4596, -0.1062, -2.1016], [-0.1155, 1.0971, -1.7400], [1.2182, 1.4472, -0.2961], [1.6384, 1.9212, 1.5952], [0.1428, 2.7931, 0.7647], [-0.2984, -0.8433, 2.6840], [-1.2796, 0.8447, -1.4020], [-0.6131, 0.5188, 2.2334], [-0.5496, -2.2041, 0.8184]], "mulliken_charge": [-1.27, 0.15, -1.39, 1.34, -0.85, 0.45, 0.27, 0.22, 0.15, 0.75, 0.33, 0.41, 0.15, 0.28, 0.25, 0.33, -0.63, -0.70, -0.25], "orbital_gap_ev": 8.87, "multiplicity": 1, "mol_weight_da": 133.2, "lumo_ev": -0.230}

Pick arrangement A: it beats the second-best structure by 574.0 kJ/mol.

Arrangement A

{"formula": "C4H6F2O", "method": "ωB97M-V with the def2-TZVPD basis set", "symbols": ["C", "C", "C", "C", "O", "F", "F", "H", "H", "H", "H", "H", "H"], "coordinates": [[1.1375, 0.0324, 0.1188], [-0.0580, -0.5141, -0.1568], [2.4760, -0.5976, 0.1754], [-3.0033, -0.2828, -0.6239], [-3.6498, -0.7834, 0.4234], [1.0775, 1.4535, 0.4335], [-0.1938, -1.9126, -0.4356], [3.2832, 0.0831, 0.0389], [2.5331, -1.2213, 1.0465], [2.4036, -1.3137, -0.5941], [-1.1367, 0.0431, -0.2244], [-2.8488, -1.0124, -1.5255], [-3.7320, -0.2387, 1.1520]], "mulliken_charge": [0.34, 0.13, -1.08, -0.27, -0.33, -0.30, -0.28, 0.33, 0.28, 0.33, 0.31, 0.15, 0.39], "orbital_gap_ev": 8.95, "multiplicity": 1, "mol_weight_da": 108.1, "lumo_ev": 0.161}

Arrangement B

{"formula": "C4H6F2O", "method": "ωB97M-V with the def2-TZVPD basis set", "symbols": ["C", "C", "C", "C", "O", "F", "F", "H", "H", "H", "H", "H", "H"], "coordinates": [[1.0957, -0.0666, 0.1317], [1.4831, 1.2555, 0.0767], [-1.3594, -1.3633, -0.2897], [-0.9217, -0.0172, 0.1749], [1.6131, -1.1499, 0.2220], [-1.1298, 0.4199, 1.4218], [-1.1128, 1.0990, -0.5688], [2.3537, 1.6312, 0.6709], [0.6718, 1.9032, 0.2304], [1.7178, 1.3551, -0.9836], [-2.0259, -1.7711, 0.3880], [-1.8974, -1.3214, -1.2215], [-0.4882, -1.9742, -0.2527]], "mulliken_charge": [0.51, -1.00, -1.15, 0.80, -0.51, -0.29, -0.31, 0.33, 0.36, 0.26, 0.37, 0.32, 0.31], "orbital_gap_ev": 9.42, "multiplicity": 1, "mol_weight_da": 108.1, "lumo_ev": 0.910}

Pick arrangement B: it beats the second-best structure by 311.2 kJ/mol.

Arrangement A

{"formula": "C2H10NO5", "method": "ωB97M-V with the def2-TZVPD basis set", "symbols": ["C", "N", "C", "O", "O", "H", "H", "H", "H", "H", "H", "O", "H", "H", "O", "H", "H", "O"], "coordinates": [[1.3630, -1.0534, -0.4050], [0.4421, 0.0172, -0.0977], [-0.6527, -0.2282, 0.8426], [-0.8927, 0.8220, 1.5048], [-1.4114, -1.1969, 0.6961], [0.7905, -1.9198, -0.7482], [1.8876, -1.4958, 0.4634], [2.0954, -0.7392, -1.1538], [0.8850, 0.9081, 0.0740], [-0.6634, 2.3863, 1.1539], [-1.1806, 3.8421, 1.2878], [-0.4279, 3.3278, 0.9539], [-0.3038, 1.1238, -1.8666], [-0.3466, 2.5382, -2.0691], [-0.1227, 1.7459, -2.6055], [-1.1234, -3.2202, 0.2611], [-0.0273, -3.1662, 1.2239], [-0.3113, -3.6917, 0.4847]], "mulliken_charge": [-0.98, -0.17, 0.52, -0.86, -0.72, 0.36, 0.25, 0.34, 0.25, 0.48, 0.27, -0.70, 0.37, 0.32, -0.74, 0.36, 0.29, -0.66], "orbital_gap_ev": 8.84, "total_charge": -1, "multiplicity": 1, "mol_weight_da": 128.1, "lumo_ev": 3.770}

Arrangement B

{"formula": "C2H10NO5", "method": "ωB97M-V with the def2-TZVPD basis set", "symbols": ["O", "C", "O", "C", "N", "H", "H", "H", "H", "H", "H", "O", "H", "H", "O", "H", "H", "O"], "coordinates": [[-1.0752, -2.0377, -0.2046], [-0.3695, -1.0214, -0.0376], [0.8485, -1.0404, 0.3057], [-1.0393, 0.3484, -0.2472], [-2.4817, 0.2929, -0.5044], [-0.5515, 0.8310, -1.0960], [-0.8303, 0.9484, 0.6360], [-2.8340, -0.3937, 0.1608], [-2.6050, -0.2331, -1.3734], [1.1890, 2.9618, 0.2941], [-0.0463, 3.4077, -0.4531], [0.7193, 3.7726, 0.0015], [2.3897, 1.2486, 1.4029], [1.5644, 0.3698, 0.4056], [1.9688, 1.2933, 0.5409], [1.6560, -3.2110, -0.2284], [0.2875, -3.6081, 0.1628], [1.2098, -3.9291, 0.2343]], "mulliken_charge": [-0.81, 0.79, -0.86, -0.43, -0.77, 0.20, 0.25, 0.32, 0.30, 0.42, 0.31, -0.67, 0.26, 0.44, -0.76, 0.29, 0.38, -0.66], "orbital_gap_ev": 9.21, "total_charge": -1, "multiplicity": 1, "mol_weight_da": 128.1, "lumo_ev": 3.816}

Pick arrangement B: it beats the second-best structure by 43.1 kJ/mol.

Arrangement A

{"formula": "C4H10O", "method": "ωB97M-V with the def2-TZVPD basis set", "symbols": ["C", "C", "C", "C", "H", "H", "H", "H", "H", "H", "H", "H", "H", "H", "O"], "coordinates": [[0.1641, -0.6965, 1.2687], [-0.0283, -0.6314, -0.1433], [1.2591, 0.0706, -0.7445], [2.4882, 0.1590, -0.2563], [0.9610, -1.4198, 1.6503], [-0.5963, -0.8603, 1.9194], [0.5882, 0.2390, 1.6163], [-0.1672, -1.5902, -0.5900], [-0.9772, -0.0051, -0.4928], [1.3250, 0.0001, -1.8444], [3.3959, 0.1378, -0.8331], [2.5102, 0.1418, 0.8146], [-3.9276, 1.4160, -0.0651], [-3.4323, 1.9141, -1.4046], [-3.5630, 1.1249, -0.8952]], "mulliken_charge": [-1.46, 0.34, -0.35, -0.60, 0.30, 0.42, 0.33, 0.24, 0.06, 0.25, 0.25, 0.21, 0.31, 0.31, -0.63], "orbital_gap_ev": 10.40, "smiles": "C=CCC.O", "multiplicity": 1, "mol_weight_da": 74.1, "lumo_ev": 0.866}

Arrangement B

{"formula": "C4H10O", "method": "ωB97M-V with the def2-TZVPD basis set", "symbols": ["C", "O", "C", "C", "C", "H", "H", "H", "H", "H", "H", "H", "H", "H", "H"], "coordinates": [[1.7445, -0.2868, -0.7654], [1.1969, -0.0928, 0.5093], [-0.0866, 0.3932, 0.3120], [-0.9768, -0.5148, -0.9442], [-0.7753, 0.4493, 1.6926], [0.8775, -0.7146, -1.3077], [2.6311, -0.9180, -0.6743], [1.9879, 0.6707, -1.2525], [-0.0354, 1.4042, -0.1282], [-1.6176, -1.1834, -0.3841], [-0.6915, -1.1733, -1.8209], [-1.5470, 0.2574, -1.4617], [-1.8531, 0.3796, 1.5549], [-0.5849, 1.3690, 2.2749], [-0.4415, -0.3849, 2.3233]], "mulliken_charge": [-0.50, -0.37, 0.33, -1.15, -1.30, 0.19, 0.27, 0.26, 0.28, 0.32, 0.38, 0.28, 0.37, 0.31, 0.34], "orbital_gap_ev": 10.78, "smiles": "COC(C)C", "multiplicity": 1, "mol_weight_da": 74.1, "lumo_ev": 1.126}

Pick arrangement A: it beats the second-best structure by 14.7 kJ/mol.